Computed, not measured: the molecule C4H7NOS2, with the ωB97M-V functional and the def2-TZVPD basis.

Last column: Löwdin charge in e.
CARTESIAN COORDINATES (ANGSTROEM)
C: -0.473861 0.196839 -1.610164  -0.079
C: -0.119584 -1.169271 -1.059386  -0.267
C: 0.977858 -1.104675 -0.036449  -0.856
S: 2.388839 -1.881378 -0.284742  0.766
O: 0.828874 -0.191283 0.904078  -0.118
C: -0.356253 0.083269 1.490789  -0.370
N: -0.570855 1.197337 2.044885  -0.308
S: 0.733370 2.302697 1.903537  0.756
H: 0.409454 0.689086 -2.029827  0.097
H: -1.188427 0.106271 -2.426568  0.081
H: -1.002925 0.766801 -0.877181  0.059
H: 0.265889 -1.838379 -1.853204  0.103
H: -0.975272 -1.612919 -0.525104  0.117
H: -1.114171 -0.693594 1.518831  0.144
H: 0.197061 3.149197 2.840506  -0.124

Atoms 1-2, force components in eV/Å:
C -0.12 -0.30 -0.81
C 0.10 -0.88 0.10

Values from the calculation:
* max |F|: 0.049 Eh/bohr
* gap between HOMO and LUMO: 8.924 eV
* relative energy (zero: lowest compared OMol25 entry of this formula, charge and spin): 42.1 kcal/mol
* E_LUMO: -0.061 eV
* SMILES string: CCC(=S)O/C=N\S